(1)
# C17H32AuN5O2PS

A structure of composition C17H32AuN5O2PS (ωB97M-V/def2-TZVPD, OMol25).

## Properties
HOMO	-11.445	eV
charge	+1
total energy	-1966.36591	Eh

The geometry in XYZ format:
```
59
Properties=species:S:1:pos:R:3:forces:R:3
Au 1.840 0.996 0.260 0.075 -0.046 -0.052
O 4.694 -0.247 -0.252 -0.008 0.009 -0.005
C 4.675 -1.376 0.618 -0.012 0.008 -0.019
C 4.978 -0.893 2.020 0.021 0.019 0.027
C 3.953 0.104 2.580 0.004 -0.015 0.002
C 2.598 -0.514 2.766 0.006 0.045 0.023
C 2.354 -1.340 3.858 -0.010 -0.038 -0.008
C 1.117 -1.932 4.022 0.014 0.015 0.004
C 0.131 -1.695 3.076 0.007 0.007 -0.005
C 0.424 -0.870 2.014 -0.044 -0.055 -0.033
N 1.627 -0.285 1.865 0.000 0.089 -0.034
H 4.685 -0.555 -1.164 -0.013 0.001 0.020
H 5.432 -2.105 0.318 -0.002 -0.007 0.002
H 3.697 -1.873 0.581 0.002 0.011 -0.010
H 5.959 -0.414 2.019 -0.001 -0.011 0.010
H 5.042 -1.761 2.682 0.011 -0.007 -0.012
H 3.881 0.974 1.926 -0.006 -0.022 -0.010
H 4.305 0.450 3.552 -0.005 0.034 0.002
H 3.146 -1.501 4.576 0.000 -0.003 -0.001
H 0.923 -2.567 4.876 0.002 -0.002 -0.002
H -0.853 -2.134 3.157 0.000 -0.002 -0.005
H -0.302 -0.664 1.238 -0.004 0.042 0.013
S 1.512 3.492 -3.479 0.010 -0.006 0.007
C 2.965 3.880 -2.662 -0.030 -0.020 -0.010
C 3.081 3.131 -1.543 -0.010 -0.002 0.011
N 2.027 2.267 -1.340 0.033 -0.024 0.120
C 1.128 2.353 -2.290 -0.047 -0.054 -0.023
H 3.649 4.624 -3.035 -0.002 -0.002 -0.006
H 3.894 3.154 -0.836 -0.002 -0.008 0.005
H 0.243 1.726 -2.290 0.007 0.021 0.017
C -4.220 1.648 -0.268 0.015 -0.001 -0.001
N -2.812 1.281 -0.239 0.018 -0.078 0.022
C -2.068 1.896 0.852 0.005 0.012 -0.012
P -2.142 -0.010 -1.022 -0.073 0.112 -0.041
O -0.667 0.146 -1.157 0.021 0.032 -0.023
N -2.452 -1.416 -0.197 -0.002 -0.003 -0.002
C -3.797 -1.751 0.242 0.023 -0.016 -0.009
C -1.563 -2.563 -0.324 -0.007 -0.001 -0.008
N -3.025 -0.058 -2.429 0.043 -0.039 0.045
C -2.931 1.100 -3.313 -0.024 0.005 0.000
C -3.112 -1.316 -3.164 0.002 0.017 -0.005
H -4.712 1.416 0.682 0.001 -0.001 0.000
H -4.733 1.121 -1.068 0.001 0.006 0.000
H -4.317 2.723 -0.439 -0.003 0.004 -0.002
H -2.410 1.535 1.829 0.006 0.000 0.000
H -2.206 2.979 0.824 -0.011 -0.002 0.001
H -1.004 1.688 0.744 -0.008 -0.011 0.002
H -4.406 -0.857 0.339 -0.003 0.019 0.011
H -3.757 -2.242 1.217 -0.001 -0.006 -0.001
H -4.296 -2.431 -0.458 -0.006 0.001 0.005
H -0.596 -2.238 -0.702 -0.004 -0.007 -0.003
H -1.974 -3.320 -1.000 0.007 -0.001 -0.004
H -1.421 -3.034 0.653 -0.007 -0.005 0.007
H -2.875 2.017 -2.729 0.012 -0.001 -0.001
H -3.820 1.149 -3.944 0.000 -0.005 -0.003
H -2.051 1.039 -3.964 0.000 0.003 0.000
H -3.241 -2.150 -2.480 -0.005 -0.007 0.002
H -2.221 -1.497 -3.775 -0.001 -0.005 -0.001
H -3.979 -1.283 -3.824 0.002 0.002 -0.005
```
Positions in Å, forces in eV/Å.

***

(2)
# C4H8O3

A cluster of 2 separate species, C4H8O3 in total (ωB97M-V/def2-TZVPD, OMol25).

## Properties
HOMO	-9.511	eV
SMILES	O=C(O)O.C=CC
charge	0
total energy	-382.89857	Eh

The geometry in XYZ format:
```
15
Properties=species:S:1:pos:R:3:forces:R:3
C 1.800 1.339 0.099 -0.351 -0.326 -0.161
C 1.122 0.204 0.789 -0.118 0.416 -2.006
C 0.873 -0.894 0.128 -0.326 -3.034 1.423
C -1.716 -0.078 -0.470 -1.884 1.759 -0.988
O -1.439 0.851 -1.198 0.231 -1.740 1.075
O -1.987 -1.359 -0.835 0.079 -0.444 0.646
O -2.119 0.102 0.828 0.966 0.170 -1.175
H 1.071 1.931 -0.521 0.880 -0.457 0.556
H 2.183 1.908 0.939 0.577 0.718 -0.517
H 0.765 0.379 1.748 -0.439 -0.069 1.854
H 1.114 -1.126 -0.864 0.743 0.553 -1.583
H 0.554 -1.859 0.567 -0.423 0.934 0.368
H 2.586 0.829 -0.500 -0.297 1.142 0.138
H -2.155 -1.568 -1.765 0.479 0.901 0.053
H -2.651 -0.658 1.055 -0.119 -0.524 0.318
```
Positions in Å, forces in eV/Å.

***

(3)
# C4H15NO7

A cluster of 5 separate species, C4H15NO7 in total (ωB97M-V/def2-TZVPD, OMol25).

## Properties
HOMO	-9.940	eV
SMILES	CCC(=O)NC(=O)O.O.O.O.O
charge	0
total energy	-742.84813	Eh

The geometry in XYZ format:
```
27
Properties=species:S:1:pos:R:3:forces:R:3
O 2.233 0.900 -0.510 0.877 0.684 -0.546
C 1.287 1.667 -0.583 -1.652 -3.100 1.676
N 0.264 1.231 -1.462 -1.206 0.759 -0.256
C -1.045 1.930 -1.488 4.888 0.479 0.904
O -2.113 1.199 -1.550 -0.898 -2.866 -0.624
O -0.961 3.118 -1.313 -1.622 -0.298 -0.423
C 0.896 2.429 0.722 0.019 0.580 -2.065
C -0.068 1.551 1.516 -1.874 -0.066 -0.104
H 0.428 0.282 -1.866 -0.407 1.244 0.356
H -1.899 0.195 -1.629 -0.127 2.494 0.120
H 0.453 3.366 0.416 -0.329 0.251 0.374
H 1.822 2.668 1.215 0.325 -0.280 0.357
H -0.153 1.923 2.553 0.494 -0.547 -0.280
H -1.159 1.673 1.176 1.600 -0.162 0.033
H 0.160 0.457 1.427 0.019 0.978 0.468
H -1.848 -1.747 -1.078 -0.544 -0.447 0.278
H -3.264 -2.387 -0.637 -0.153 0.442 0.052
O -2.349 -2.549 -0.852 0.162 -0.445 0.000
H -0.691 -2.010 -2.744 0.335 -0.635 0.061
H 0.219 -1.873 -1.413 0.220 -1.166 0.149
O -0.373 -1.446 -2.040 -0.333 1.635 -0.436
H 0.642 -1.643 3.502 -0.286 -0.246 -0.324
H 1.981 -2.146 3.140 0.495 -0.174 -0.057
O 1.065 -2.259 2.884 -0.097 0.414 0.491
H 1.611 -2.811 0.726 0.009 0.524 0.730
H 1.504 -1.389 -0.061 0.801 0.361 1.000
O 1.356 -2.331 -0.052 -0.715 -0.413 -1.931
```
Positions in Å, forces in eV/Å.

***

(4)
# C5H8O

The molecule C5H8O (ωB97M-V/def2-TZVPD, OMol25).

## Properties
HOMO	-8.411	eV
SMILES	C1C[C@@H]2C[C@@H]2O1
charge	0
total energy	-270.40383	Eh

The geometry in XYZ format:
```
14
Properties=species:S:1:pos:R:3:forces:R:3
C -1.329 -0.698 0.572 -0.763 0.697 0.903
C -0.018 -0.031 0.965 -0.176 0.069 0.333
C 0.836 -0.624 -0.172 -0.525 -0.319 -0.283
C 1.180 0.570 -1.051 -0.140 -0.041 -0.075
O -0.080 1.279 -1.019 -0.171 -0.071 -0.174
C -0.750 0.880 0.106 -0.864 -0.824 -0.148
H -1.166 -1.797 0.595 -0.384 0.735 -1.265
H -2.298 -0.478 0.982 -0.105 0.336 0.961
H 0.303 0.117 1.987 0.273 0.180 -0.012
H -0.177 -1.054 -0.662 3.517 -0.293 -0.431
H 1.661 -1.294 0.107 -0.500 0.063 -0.229
H 1.384 0.297 -2.091 -0.070 -0.002 0.179
H 1.981 1.257 -0.717 -0.236 -0.381 0.138
H -1.528 1.575 0.399 0.144 -0.149 0.103
```
Positions in Å, forces in eV/Å.

***

Respective strongest force on any atom values: 0.1 3.4 5.0 3.6 eV Å⁻¹.
Respective gap between HOMO and LUMO values: 9.1277 9.9433 10.1852 9.5464 eV.
Respective molar mass values: 598.484 104.105 189.164 84.118 g/mol.